The following is a DFT calculation (wB97M-V/def2-TZVPD) of a 2-piece molecular cluster, CH3NS overall at a distorted geometry.

## Properties
Energy, eV: -13408.612
Energy relative to the best compared isomer or geometry (same formula, charge and spin), kcal/mol: 51.68
2S+1: 1
Total charge: 0
Orbital gap, eV: 9.547

Atoms and positions in Å:
S: 0.1694 -1.7534 -1.9200
N: -0.1792 1.0557 0.6625
C: -0.3322 -1.6591 -0.4559
H: -0.0289 0.3238 1.3463
H: 0.6971 1.5326 0.5724
H: -0.3262 0.5005 -0.2054

The following is a DFT calculation (wB97M-V/def2-TZVPD) of a 2-piece molecular cluster, CH3NS overall.

## Properties
Energy, eV: -13408.771
Energy relative to the best compared isomer or geometry (same formula, charge and spin), kcal/mol: 48.03
2S+1: 1
Total charge: 0
Orbital gap, eV: 9.749

Atoms and positions in Å:
S: -2.9860 0.3193 -0.0540
N: 1.4770 0.2963 0.1131
C: -2.0707 -0.8945 0.0061
H: 1.4972 -0.6537 0.4661
H: 1.5039 0.2423 -0.8978
H: 0.5785 0.6904 0.3666

The following is a DFT calculation (wB97M-V/def2-TZVPD) of one molecule with the formula CH3NS2 at a distorted geometry.

## Properties
Energy, eV: -24245.366
Energy relative to the best compared isomer or geometry (same formula, charge and spin), kcal/mol: 17.28
2S+1: 1
SMILES: S=CNS
Total charge: 0
Orbital gap, eV: 9.200

Atoms and positions in Å:
S: 0.6642 -0.8900 1.3267
S: -1.1020 1.2175 -0.6162
N: 0.7876 -0.7008 -0.4051
C: 0.0426 0.1564 -1.1416
H: -0.2674 0.1332 1.3784
H: 1.2993 -1.4222 -0.8563
H: 0.2027 0.0165 -2.2040

The following is a DFT calculation (wB97M-V/def2-TZVPD) of one molecule with the formula CH3NS3 at a distorted geometry.

## Properties
Energy, eV: -35079.799
Energy relative to the best compared isomer or geometry (same formula, charge and spin), kcal/mol: 20.66
2S+1: 1
Total charge: 0
Orbital gap (alpha / beta), eV: 6.924 / 6.927

Atoms and positions in Å:
S: 0.7379 1.8937 0.7602
S: -0.1709 -1.8257 -1.2355
S: -1.6151 -2.1234 0.0043
N: 0.5937 -0.3472 -0.6902
C: 0.1875 0.3858 0.2954
H: -0.7321 -0.1631 0.7841
H: 1.3391 -0.0761 -1.2873
H: -0.3402 2.2560 1.3690